<w>
16
Properties=species:S:1:pos:R:3:nbo_charge:R:1 method="wB97M-V/def2-TZVPD" homo_lumo_gap_ev=8.720 lumo_ev=0.694 charge=0 homo_ev=-8.0 smiles=CCSSCC
C -2.2029 2.6383 1.2412 -0.592
C -1.4608 1.2901 0.9275 -0.567
S -0.1223 1.2471 -0.2239 0.075
S 1.2940 -0.2359 0.1276 0.127
C 1.6432 -1.1926 -1.2324 -0.613
C 1.8854 -2.8107 -0.9431 -0.606
H -2.9371 2.4510 1.9895 0.222
H -2.6607 3.1271 0.2217 0.208
H -1.5427 3.3827 1.6181 0.215
H -2.0928 0.5142 0.6548 0.207
H -1.1094 0.8392 1.8453 0.222
H 0.8577 -1.0051 -2.0006 0.239
H 2.5867 -0.8016 -1.6153 0.215
H 0.9666 -3.2889 -1.3258 0.218
H 2.0101 -2.9195 0.1204 0.213
H 2.8851 -3.2356 -1.4051 0.217

<x>
16
Properties=species:S:1:pos:R:3:nbo_charge:R:1 method="wB97M-V/def2-TZVPD" homo_lumo_gap_ev=5.105 lumo_ev=-3.388 charge=0 homo_ev=-8.5
C 0.0771 1.0068 -0.0651 -0.436
C -1.0409 1.9476 -0.5640 -0.615
C 0.4020 -0.0683 -1.0555 -0.560
S -0.9575 -1.3065 -1.1247 0.012
S 1.7556 -0.7525 1.5392 0.053
C 0.4876 -2.0082 1.3717 -0.811
H -0.3614 0.4344 0.7699 0.209
H 0.9209 1.5270 0.3797 0.225
H -0.7173 2.2693 -1.5629 0.193
H -1.3106 2.8447 -0.0168 0.222
H -1.9030 1.3068 -0.7586 0.213
H 1.2840 -0.6818 -0.7810 0.264
H 0.5282 0.2777 -2.0883 0.256
H 0.7730 -2.7844 2.0866 0.280
H 0.5602 -2.4483 0.3652 0.261
H -0.4981 -1.5643 1.5046 0.235

Which structure is the least stable? The one labeled <x>.

<w>
16
Properties=species:S:1:pos:R:3:nbo_charge:R:1 method="wB97M-V/def2-TZVPD" homo_lumo_gap_ev=9.663 lumo_ev=0.494 charge=0 homo_ev=-9.2 smiles="C=CC.CSS"
C 1.4624 3.6456 2.0985 -0.728
S 1.5980 1.9144 1.4001 0.051
S -0.1259 0.9581 2.1248 -0.129
H 1.3375 4.3164 1.2606 0.231
H 0.5876 3.7119 2.7417 0.233
H 2.3013 3.6577 2.7852 0.229
H 0.3226 0.6075 3.3069 0.114
C -2.6915 -3.7621 -3.2586 -0.653
C -1.3855 -3.2287 -3.7367 -0.171
C -0.3441 -2.9695 -2.9418 -0.403
H -3.5805 -3.1495 -3.3332 0.222
H -2.5691 -4.0472 -2.2117 0.210
H -2.7522 -4.7264 -3.7802 0.220
H -1.2389 -2.9361 -4.7736 0.193
H 0.6364 -2.7707 -3.3520 0.196
H -0.4153 -3.0511 -1.8619 0.186

<x>
16
Properties=species:S:1:pos:R:3:nbo_charge:R:1 method="wB97M-V/def2-TZVPD" homo_lumo_gap_ev=8.526 lumo_ev=0.225 charge=0 homo_ev=-8.3 smiles="C=CC.CSS"
C -1.3372 -1.4414 -2.2258 -0.799
S -0.2772 -0.2960 -1.5661 0.121
S 0.7782 -1.3562 0.0132 -0.131
H -2.1711 -1.3537 -1.6000 0.229
H -0.8022 -2.4468 -2.3284 0.224
H -1.5407 -1.1066 -3.2349 0.246
H 0.6174 -2.3591 -0.8281 0.115
C 1.3799 1.6317 2.1518 -0.660
C -0.0927 1.8436 2.2722 -0.171
C -1.0187 1.8681 1.3441 -0.408
H 1.7443 0.6919 2.5028 0.222
H 1.6851 1.5555 0.9962 0.198
H 2.0966 2.2288 2.6693 0.226
H -0.4496 1.7895 3.2541 0.180
H -2.0204 2.0755 1.8338 0.207
H -0.7641 1.9491 0.3282 0.202

Which structure is the least stable? The one labeled <x>.

<w>
23
Properties=species:S:1:pos:R:3:nbo_charge:R:1 method="wB97M-V/def2-TZVPD" homo_lumo_gap_ev=9.415 lumo_ev=0.551 charge=0 homo_ev=-8.9 smiles="CCOC(=O)C[C@@H]1NC(=O)CS1"
C 0.5093 -3.8197 1.3210 -0.611
C 0.2603 -2.7616 0.3432 -0.082
C 0.2532 -0.4281 0.2249 0.803
C 0.1500 0.7667 1.1461 -0.530
C 0.0321 2.1273 0.4999 -0.128
C -1.1525 2.4406 -1.5476 0.682
C 0.2556 2.6494 -2.0952 -0.635
H -0.1927 -3.8117 2.1435 0.217
H 1.5373 -3.7277 1.5970 0.214
H 0.3623 -4.8111 0.6943 0.213
H 0.8865 -2.8531 -0.5099 0.196
H -0.7371 -2.8737 -0.0743 0.180
H -0.8011 0.5555 1.6979 0.235
H 1.0547 0.7007 1.8392 0.252
H 0.0529 2.9399 1.2718 0.213
H -2.1149 1.8546 0.1133 0.422
H 0.3816 3.6149 -2.6320 0.246
H 0.5972 1.9029 -2.8686 0.256
N -1.1812 2.1973 -0.2300 -0.634
O 0.3921 -1.4903 0.9965 -0.509
O 0.1961 -0.4291 -0.9820 -0.594
O -2.1190 2.5552 -2.2611 -0.600
S 1.3774 2.7010 -0.6879 0.190

<x>
23
Properties=species:S:1:pos:R:3:nbo_charge:R:1 method="wB97M-V/def2-TZVPD" homo_lumo_gap_ev=10.527 lumo_ev=0.707 charge=0 homo_ev=-9.8 smiles="CCS(=O)(=O)c1onc(C)c1C"
C 1.3294 0.5978 -0.2821 -0.051
C 2.3646 -0.4517 -0.3084 0.173
C 0.1894 -0.1482 -0.5630 -0.046
C 1.3680 2.0109 0.0053 -0.664
C 3.8309 -0.2911 0.1776 -0.648
C -3.7526 -0.7761 0.3723 -0.614
C -2.3189 -1.1407 0.1861 -0.649
N 1.8514 -1.5921 -0.5084 -0.119
O -1.5544 1.3316 0.5487 -0.955
O -2.0810 0.6416 -1.7161 -0.924
O 0.4872 -1.4488 -0.7089 -0.281
S -1.4908 0.3020 -0.4517 2.178
H 2.1904 2.2311 0.7210 0.219
H 1.3355 2.5723 -0.8495 0.234
H 0.4424 2.1887 0.5346 0.270
H 3.8257 -0.4401 1.2694 0.230
H 4.3129 -1.1584 -0.1899 0.247
H 4.1213 0.7556 0.0210 0.234
H -3.8600 -0.2623 1.2493 0.219
H -4.1372 -0.1077 -0.3150 0.233
H -4.3359 -1.5512 0.2667 0.217
H -2.2106 -1.9186 -0.6354 0.252
H -1.9078 -1.3446 1.1764 0.248

Which structure is the least stable? The one labeled <x>.

<w>
42
Properties=species:S:1:pos:R:3:nbo_charge:R:1 method="wB97M-V/def2-TZVPD" homo_lumo_gap_ev=9.044 lumo_ev=0.076 charge=0 homo_ev=-9.0
C -1.0784 2.1718 0.6603 -0.729
C -1.5812 1.9713 -0.7675 0.699
O -1.0011 2.3567 -1.6904 -0.487
N -2.8249 1.2189 -0.8683 -0.324
O -2.9011 0.4518 -2.0409 -0.526
S -2.2821 -1.1214 -1.7182 1.713
O -1.0038 -1.1192 -2.3590 -0.898
O -1.9340 -1.1210 -0.1244 -0.887
C -4.0082 2.0284 -0.6924 0.703
C -5.2256 1.2935 -0.1273 -0.723
O -4.0751 3.1599 -0.9788 -0.485
H -0.0137 1.9485 0.7443 0.259
H -1.6193 1.4894 1.3276 0.219
H -1.3367 3.1994 0.9395 0.246
H -2.4137 -1.8243 0.3425 0.515
H -5.7967 1.9562 0.5273 0.244
H -4.8917 0.4588 0.5018 0.219
H -5.8629 0.9176 -0.9332 0.248
C 0.6353 -2.6044 3.4159 -0.237
C 0.2962 -2.0353 2.1951 -0.162
C 0.6729 -2.6549 1.0106 -0.253
C 1.3815 -3.8489 1.0468 -0.202
C 1.7174 -4.4195 2.2674 -0.214
C 1.3479 -3.7955 3.4518 -0.213
H 0.3445 -2.1193 4.3396 0.212
H -0.2615 -1.1065 2.1659 0.199
H 0.4143 -2.2071 0.0592 0.225
H 1.6715 -4.3341 0.1231 0.215
H 2.2686 -5.3513 2.2957 0.214
H 1.6148 -4.2382 4.4033 0.213
C 1.8832 1.0553 -1.8054 -0.161
C 2.7773 0.4725 -0.9165 -0.242
C 4.0416 1.0211 -0.7407 -0.218
C 4.4079 2.1582 -1.4476 -0.219
C 3.5120 2.7430 -2.3340 -0.220
C 2.2517 2.1897 -2.5158 -0.214
H 0.8999 0.6253 -1.9441 0.215
H 2.4885 -0.4118 -0.3598 0.211
H 4.7409 0.5625 -0.0520 0.209
H 5.3918 2.5891 -1.3078 0.209
H 3.7975 3.6314 -2.8842 0.210
H 1.5547 2.6423 -3.2095 0.218

<x>
42
Properties=species:S:1:pos:R:3:nbo_charge:R:1 method="wB97M-V/def2-TZVPD" homo_lumo_gap_ev=8.511 lumo_ev=0.507 charge=0 homo_ev=-8.0 smiles="COc1ccc(S(=O)(=O)CCC(=O)NCc2ccc(C)o2)cc1"
C -0.2843 -0.5653 -6.7381 -0.256
H -0.0770 -1.0022 -7.7134 0.207
O 0.1397 -1.5251 -5.7959 -0.481
C -0.0030 -1.2596 -4.4788 0.325
C -0.5369 -0.0827 -3.9554 -0.271
C -0.6310 0.0780 -2.5834 -0.164
C -0.1973 -0.9224 -1.7385 -0.382
C 0.3289 -2.0998 -2.2447 -0.157
C 0.4254 -2.2698 -3.6074 -0.254
H 0.8246 -3.1757 -4.0343 0.233
H 0.6357 -2.8753 -1.5607 0.238
S -0.2729 -0.6958 0.0339 2.182
O -0.6185 -1.9461 0.6562 -0.945
O -1.1287 0.4384 0.3012 -0.969
C 1.4478 -0.2980 0.4949 -0.638
C 1.8271 1.1173 0.0783 -0.514
H 2.8564 1.1480 -0.2816 0.245
C 1.7267 2.0363 1.3007 0.683
O 2.7077 2.4405 1.8883 -0.624
N 0.4579 2.3190 1.6518 -0.627
H -0.2867 1.8240 1.1657 0.430
C 0.1341 2.7377 3.0009 -0.268
C -0.5432 1.6060 3.7067 0.253
C -1.6177 1.5405 4.5385 -0.294
C -1.8147 0.1646 4.8241 -0.324
C -0.8537 -0.5144 4.1387 0.302
O -0.0721 0.3578 3.4632 -0.430
C -0.5667 -1.9648 3.9954 -0.666
H 0.4466 -2.1907 4.3267 0.218
H -1.2721 -2.5384 4.5885 0.226
H -0.6561 -2.2542 2.9475 0.254
H -2.5755 -0.2571 5.4484 0.224
H -2.1960 2.3638 4.9051 0.223
H 1.0792 3.0094 3.4855 0.244
H -0.5261 3.6092 2.9874 0.213
H 1.1630 1.4629 -0.7154 0.228
H 1.5119 -0.4424 1.5718 0.269
H 2.0438 -1.0582 -0.0034 0.243
H -1.0593 0.9728 -2.1595 0.242
H -0.8835 0.7070 -4.6021 0.221
H -1.3564 -0.3656 -6.6515 0.181
H 0.2729 0.3706 -6.6352 0.180

Which structure is the least stable? The one labeled <w>.